1.
Here is a cluster of 8 separate species, C28H36N4O12 in total in a non-equilibrium geometry from OMol25. Energies are from ωB97M-V/def2-TZVPD.

Geometry as XYZ:
```
80
Properties=species:S:1:pos:R:3:mulliken_charge:R:1
C -0.694 -2.726 2.016 1.08
C 0.078 -3.758 2.567 -0.95
C -0.033 -3.722 3.935 -0.80
N -0.810 -2.670 4.249 -0.05
C -1.359 -2.143 3.052 -1.56
H -0.862 -2.487 0.964 0.52
H 0.638 -4.392 1.909 0.65
H 0.344 -4.353 4.717 0.45
H -1.267 -2.514 5.157 0.28
H -2.128 -1.375 3.056 0.52
C -5.016 -1.546 3.816 -0.58
C -4.737 -2.341 2.669 -0.26
C -4.336 -1.462 1.666 -0.54
N -4.291 -0.216 2.216 0.10
C -4.677 -0.253 3.493 -0.46
H -5.344 -1.889 4.779 0.43
H -4.805 -3.429 2.698 0.38
H -4.028 -1.671 0.620 0.24
H -4.070 0.603 1.640 0.26
H -4.634 0.687 4.005 0.44
C -1.587 -1.642 -1.782 0.04
C -0.165 -1.890 -1.798 -0.07
C 0.016 -3.218 -1.551 -1.35
N -1.227 -3.798 -1.485 0.10
C -2.182 -2.852 -1.573 -1.19
H -2.126 -0.680 -1.777 0.43
H 0.569 -1.115 -1.892 0.71
H 0.827 -3.893 -1.665 0.60
H -1.360 -4.786 -1.574 0.25
H -3.213 -3.134 -1.649 0.47
C -3.880 2.925 -4.330 -0.75
C -3.632 2.315 -3.080 -0.70
C -2.303 2.000 -2.975 -0.44
N -1.764 2.388 -4.144 0.08
C -2.629 2.965 -4.972 -0.51
H -4.776 3.443 -4.574 0.40
H -4.351 2.194 -2.295 0.49
H -1.688 1.591 -2.191 0.80
H -0.804 2.244 -4.367 0.26
H -2.238 3.363 -5.869 0.44
O 3.867 0.709 1.529 -0.53
C 4.668 0.884 0.671 0.70
O 5.926 1.139 0.848 -0.41
C 6.584 1.388 -0.446 -0.41
C 5.430 1.310 -1.435 -0.31
O 4.290 0.910 -0.619 -0.24
H 7.100 2.325 -0.481 0.33
H 7.257 0.567 -0.549 0.30
H 5.569 0.647 -2.275 0.25
H 5.169 2.281 -1.847 0.34
O 6.049 -1.425 -0.045 -0.55
C 5.040 -2.010 0.232 0.56
O 4.849 -2.837 1.277 -0.36
C 3.510 -3.418 1.215 -0.30
C 2.799 -2.427 0.351 1.05
O 3.849 -1.829 -0.395 -0.35
H 3.581 -4.433 0.797 0.26
H 3.156 -3.362 2.249 0.33
H 2.356 -1.603 0.902 -0.23
H 2.124 -2.872 -0.369 -0.59
O -2.386 1.500 0.744 -0.70
C -1.238 1.152 0.957 0.81
O -0.348 1.039 -0.042 -0.21
C 1.018 0.910 0.568 0.09
C 0.660 0.444 1.986 0.01
O -0.744 0.842 2.154 -0.39
H 1.466 0.089 0.010 -0.14
H 1.646 1.780 0.391 0.30
H 1.172 1.019 2.792 0.33
H 0.804 -0.666 2.154 -0.19
O 1.548 6.730 -1.780 -0.55
C 0.633 5.948 -1.664 0.50
O -0.667 6.261 -1.895 -0.35
C -1.458 5.012 -1.746 -0.21
C -0.417 3.943 -1.635 1.14
O 0.793 4.588 -1.337 -0.37
H -2.030 5.194 -0.872 0.26
H -2.064 4.858 -2.660 0.18
H -0.250 3.381 -2.564 -0.13
H -0.765 3.269 -0.849 -0.47
```

As for the largest force on an atom: 3.0 eV/Å. As for the LUMO energy: 0.35 eV. The energy above the lowest of the compared OMol25 structures with the same formula, charge and spin is 6.16 kJ/mol. As for the multiplicity: 1. Its SMILES is c1cc[nH]c1.c1cc[nH]c1.c1cc[nH]c1.c1cc[nH]c1.O=C1OCCO1.O=C1OCCO1.O=C1OCCO1.O=C1OCCO1. The HOMO energy comes out at -7.9886 eV.

=====

2.
Here is a structure of composition C28H36P2SiSn in a non-equilibrium geometry from OMol25. Energies are from ωB97M-V/def2-TZVPD.

Geometry as XYZ:
```
68
Properties=species:S:1:pos:R:3:mulliken_charge:R:1
C 0.904 2.273 2.998 -0.49
C 1.326 2.606 1.681 -0.87
C 0.159 2.862 0.895 -0.69
H 2.358 2.825 1.392 0.46
C -0.980 2.660 1.727 -0.81
C -0.514 2.319 3.033 -0.34
H -1.127 2.225 3.933 0.78
H 1.518 2.135 3.886 0.51
H 0.103 3.308 -0.109 0.49
H -2.021 2.861 1.459 0.48
Sn -0.001 0.354 1.267 0.80
C -0.285 -0.050 -0.786 -1.40
H -1.239 0.436 -1.027 0.24
H -0.322 -1.147 -0.833 0.35
H 0.567 0.388 -1.321 0.30
Si -0.395 -1.407 -4.544 0.31
C 1.365 -1.204 -5.025 0.22
C 2.017 0.009 -4.778 -0.02
H 1.471 0.833 -4.318 0.38
C 3.361 0.184 -5.123 -0.72
H 3.855 1.137 -4.916 0.35
C 4.062 -0.867 -5.723 -0.32
H 5.112 -0.736 -5.982 0.36
C 3.424 -2.085 -5.985 -0.50
H 3.982 -2.899 -6.458 0.35
C 2.081 -2.247 -5.635 -0.38
H 1.568 -3.185 -5.841 0.32
C -1.393 0.074 -4.977 0.31
C -1.201 0.752 -6.187 -0.24
H -0.450 0.396 -6.893 0.36
C -1.950 1.891 -6.500 -0.63
H -1.784 2.411 -7.447 0.36
C -2.912 2.353 -5.596 -0.31
H -3.503 3.235 -5.840 0.36
C -3.123 1.684 -4.386 -0.62
H -3.877 2.051 -3.682 0.36
C -2.374 0.543 -4.089 -0.24
H -2.536 0.010 -3.153 0.33
H -0.474 -1.705 -3.109 -0.14
H -0.963 -2.546 -5.295 -0.26
C -2.981 -1.615 4.389 -1.76
P -1.883 -0.750 3.260 0.54
C -3.145 0.516 2.713 -1.24
C -0.515 -0.353 4.563 0.34
C -0.794 0.164 5.822 -0.24
C 0.175 0.200 6.839 -0.84
C 1.470 -0.310 6.638 -0.63
C 1.782 -0.857 5.392 -0.61
C 0.806 -0.892 4.390 0.32
P 1.324 -1.363 2.711 0.51
C 3.055 -0.935 2.491 -1.30
C 0.496 -2.908 2.252 -0.97
H -3.821 -2.021 3.816 0.47
H -3.313 -0.832 5.080 0.46
H -2.468 -2.411 4.934 0.32
H -4.090 0.140 3.090 0.50
H -2.992 1.552 2.975 0.31
H -3.234 0.532 1.627 0.29
H -1.804 0.503 6.030 0.35
H -0.077 0.599 7.804 0.42
H 2.219 -0.308 7.418 0.43
H 2.781 -1.270 5.179 0.28
H 3.676 -1.619 3.082 0.44
H 3.339 -0.949 1.429 0.37
H 3.218 0.088 2.853 0.40
H 0.937 -3.719 2.845 0.38
H -0.578 -2.791 2.484 0.31
H 0.606 -3.123 1.178 0.33
```

As for the largest force on an atom: 1.9 eV/Å. As for the LUMO energy: 0.31 eV. The energy above the lowest of the compared OMol25 structures with the same formula, charge and spin is 118.65 kJ/mol. As for the multiplicity: 1. The HOMO energy comes out at -4.8198 eV.

=====

3.
Here is a structure of composition C28H36P2SiZn in a non-equilibrium geometry from OMol25. Energies are from ωB97M-V/def2-TZVPD.

Geometry as XYZ:
```
68
Properties=species:S:1:pos:R:3:mulliken_charge:R:1
C -4.098 0.557 0.847 -0.73
C -3.364 -0.601 0.511 -0.61
C -2.447 -0.837 1.608 -0.56
H -3.566 -1.312 -0.275 0.75
C -2.651 0.190 2.553 -1.01
C -3.637 1.042 2.066 -0.81
H -4.080 1.855 2.565 0.56
H -4.898 0.934 0.272 0.60
H -1.886 -1.740 1.791 0.81
H -2.225 0.256 3.525 0.56
Zn -1.318 0.106 -0.063 1.37
C 2.775 -0.617 -0.576 -0.88
H 3.173 -0.097 0.316 0.34
H 3.589 -0.896 -1.277 0.27
H 2.066 0.106 -1.188 -0.12
Si 1.232 -2.042 -0.196 -0.22
C 1.942 -3.218 -1.516 0.66
C 1.129 -4.359 -1.535 -0.81
H 0.358 -4.516 -0.795 0.30
C 1.280 -5.353 -2.502 -0.51
H 0.514 -6.115 -2.540 0.34
C 2.333 -5.365 -3.405 -0.53
H 2.389 -6.110 -4.190 0.40
C 3.306 -4.382 -3.199 -0.49
H 4.184 -4.432 -3.852 0.33
C 3.171 -3.354 -2.227 -0.16
H 4.067 -2.753 -2.041 0.25
C 2.029 -2.940 1.433 0.13
C 2.728 -4.167 1.583 -0.26
H 2.996 -4.779 0.724 0.33
C 3.001 -4.750 2.836 -0.40
H 3.284 -5.795 2.893 0.32
C 2.759 -4.117 4.047 -0.67
H 2.725 -4.648 4.985 0.36
C 2.239 -2.839 3.907 -0.43
H 1.912 -2.357 4.823 0.31
C 1.958 -2.247 2.664 -0.32
H 1.534 -1.249 2.733 0.32
H 5.357 -1.023 -0.043 -0.13
H 5.490 -0.251 -0.088 0.14
C -3.401 1.422 -2.676 -1.44
P -1.924 1.817 -1.739 0.80
C -0.633 2.107 -2.978 -1.15
C -2.260 3.476 -1.075 0.32
C -3.117 4.418 -1.658 -0.47
C -3.345 5.659 -1.045 -0.75
C -2.684 5.985 0.154 -0.76
C -1.804 5.067 0.715 -0.57
C -1.587 3.821 0.142 -0.03
P -0.469 2.512 0.862 0.78
C -0.441 2.958 2.650 -1.49
C 1.187 3.063 0.243 -1.00
H -3.246 0.448 -3.151 0.40
H -3.582 2.173 -3.450 0.51
H -4.274 1.379 -2.020 0.30
H -0.921 2.929 -3.640 0.37
H 0.319 2.369 -2.509 0.31
H -0.529 1.192 -3.572 0.43
H -3.651 4.204 -2.590 0.26
H -4.044 6.363 -1.477 0.41
H -2.870 6.946 0.621 0.41
H -1.290 5.346 1.628 0.35
H -1.474 3.006 3.040 0.36
H 0.095 2.138 3.162 0.36
H 0.082 3.921 2.817 0.51
H 1.516 3.937 0.836 0.43
H 1.107 3.345 -0.821 0.35
H 1.892 2.216 0.357 0.19
```

As for the largest force on an atom: 3.9 eV/Å. As for the LUMO energy: -0.11 eV. The energy above the lowest of the compared OMol25 structures with the same formula, charge and spin is 158.40 kJ/mol. As for the multiplicity: 1. The HOMO energy comes out at -6.9014 eV.

=====

| no. | orbital gap (Eh) |
| --- | --- |
| 1 | 0.3064 |
| 2 | 0.1886 |
| 3 | 0.2496 |